Version P
Formula: C5H9P
Source: OMol25
Level of theory: ωB97M-V with the def2-TZVPD basis set

Each line ends with the Löwdin charge.
Cartesian coordinates (Å):
1 C -1.4853 0.4579 1.5593  -0.28
2 C 1.5248 1.5653 -0.3975  -0.29
3 C 1.3805 0.3472 0.7224  -0.07
4 C 0.3114 0.9571 -1.1717  -0.09
5 C -0.7382 -1.5742 -0.3917  -0.22
6 P -0.3564 0.0746 0.3283  0.68
7 H -2.6251 0.2477 1.5306  0.02
8 H -1.3587 1.4352 1.7653  -0.10
9 H 1.3732 2.5531 -0.0605  0.06
10 H 2.5549 1.4236 -0.7574  0.09
11 H 2.0404 -0.3777 0.2681  0.04
12 H 0.7049 0.1763 -1.8908  0.06
13 H -1.1222 -2.3588 0.2525  0.05
14 H -1.4466 -1.3746 -1.1470  0.03
15 H 0.0412 -2.0222 -0.9519  0.02

Output
Lowest unoccupied orbital energy: -1.14 eV
HOMO energy: -7.56 eV
Gap between HOMO and LUMO: 6.4 eV

Version Q
Formula: C5H9P
Source: OMol25
Level of theory: ωB97M-V with the def2-TZVPD basis set

Each line ends with the Löwdin charge.
Cartesian coordinates (Å):
1 C -1.9638 1.2814 -0.0637  -0.05
2 C 2.3662 1.1293 -0.3236  -0.40
3 C -0.9155 0.6604 0.5190  -0.11
4 C -0.2570 -2.0631 0.1016  -0.20
5 C 0.2239 -0.6246 -0.1804  -0.54
6 P 1.9929 -0.3125 0.3745  0.86
7 H -2.4294 2.1734 0.3321  0.04
8 H -2.0646 1.2238 -1.1409  0.04
9 H 3.2302 1.7246 0.0188  -0.01
10 H 1.6285 1.8591 -0.7433  0.01
11 H -0.7792 0.7603 1.5940  0.06
12 H -0.4911 -2.1556 1.2248  0.08
13 H 0.5464 -2.7473 -0.1923  0.05
14 H -1.3035 -2.4041 -0.2484  0.09
15 H 0.2158 -0.5051 -1.2721  0.07

Output
Lowest unoccupied orbital energy: 0.17 eV
HOMO energy: -9.46 eV
SMILES: C=C[C@H](C)P=C
Gap between HOMO and LUMO: 9.6 eV

Stability verdict: version Q, ahead by 288.3 kJ/mol

Version P
Formula: CH8O2
Source: OMol25
Level of theory: ωB97M-V with the def2-TZVPD basis set

Each line ends with the Löwdin charge.
Cartesian coordinates (Å):
1 C -0.5214 -0.1879 -2.6456  -0.05
2 H 0.3582 -0.8156 -2.5604  0.01
3 H -0.2751 0.8129 -2.3102  0.01
4 H -1.0663 -0.3517 -3.5764  0.01
5 H -1.3382 -0.5424 -1.9959  0.02
6 H -0.0572 -0.5056 2.6499  0.01
7 H -0.9973 -1.4904 1.9762  0.05
8 O -0.1927 -0.9605 1.8235  -0.06
9 H 0.6279 1.2471 1.9704  0.01
10 H 2.1171 1.4934 2.0856  0.03
11 O 1.3450 1.3007 2.5829  -0.03

Output
Lowest unoccupied orbital energy: 0.78 eV
HOMO energy: -11.66 eV
SMILES: C.O.O
Gap between HOMO and LUMO: 12.4 eV

Version Q
Formula: CH8O2
Source: OMol25
Level of theory: ωB97M-V with the def2-TZVPD basis set

Each line ends with the Löwdin charge.
Cartesian coordinates (Å):
1 C -1.3857 -0.0219 -1.4427  -0.05
2 H -1.8428 -0.5129 -0.5948  0.01
3 H -0.9543 0.9745 -1.3076  0.02
4 H -2.0010 0.0125 -2.3323  0.01
5 H -0.4373 -0.5294 -1.6703  0.01
6 H 1.6421 -1.3110 0.2963  0.05
7 H 1.3673 -1.4877 1.7779  0.05
8 O 1.8854 -0.9661 1.1619  -0.04
9 H 1.3224 1.0698 1.4101  -0.01
10 H -0.1832 1.1215 1.4375  0.01
11 O 0.5872 1.6506 1.2640  -0.05

Output
Lowest unoccupied orbital energy: 0.52 eV
HOMO energy: -11.06 eV
SMILES: C.O.O
Gap between HOMO and LUMO: 11.6 eV

Stability verdict: version Q, ahead by 11.6 kJ/mol

Version P
Formula: C26H78O13S13
Source: OMol25
Level of theory: ωB97M-V with the def2-TZVPD basis set

Each line ends with the Löwdin charge.
Cartesian coordinates (Å):
1 C 7.8492 13.3427 11.7796  -0.21
2 S 8.1444 13.5041 13.6150  0.82
3 O 8.4890 14.9426 13.9704  -0.58
4 C 6.3800 13.3268 13.9457  -0.24
5 H 7.4881 12.3283 11.5984  0.04
6 H 8.8415 13.5510 11.4054  -0.01
7 H 7.1626 14.1399 11.5188  0.06
8 H 5.9837 14.2475 13.5091  0.06
9 H 6.2669 13.2891 15.0237  0.03
10 H 6.1471 12.3575 13.5032  0.03
11 C 13.6744 18.1064 14.7765  -0.25
12 S 12.6793 17.9313 16.2837  0.77
13 O 13.5714 17.3131 17.2901  -0.55
14 C 12.5337 19.7187 16.7118  -0.23
15 H 14.6102 18.6076 15.0045  0.06
16 H 13.0681 18.6736 14.0662  0.05
17 H 13.8219 17.0917 14.4038  0.05
18 H 11.9598 20.2427 15.9202  0.06
19 H 13.5346 20.1460 16.8019  0.06
20 H 11.9984 19.7816 17.6495  0.04
21 C 16.2990 16.3581 22.0545  -0.25
22 S 14.5677 15.8205 21.8384  0.79
23 O 13.9081 17.0846 21.4396  -0.55
24 C 14.8793 14.9262 20.2885  -0.26
25 H 16.5303 16.9314 21.1534  0.06
26 H 16.9984 15.5337 22.2139  0.05
27 H 16.2849 17.0105 22.9312  0.05
28 H 13.9756 14.3651 20.0207  0.02
29 H 15.6827 14.2001 20.4296  0.06
30 H 15.2045 15.6570 19.5343  0.07
31 C 10.8620 7.7180 17.7897  -0.22
32 S 12.2028 8.5017 18.7941  0.79
33 O 12.7817 7.3386 19.5168  -0.56
34 C 13.2875 8.8701 17.3920  -0.27
35 H 11.4079 6.9311 17.3007  0.05
36 H 10.4876 8.4957 17.1237  0.02
37 H 10.1818 7.3840 18.5520  0.04
38 H 14.2107 9.2900 17.7874  0.04
39 H 12.7890 9.6050 16.7353  0.03
40 H 13.5217 7.9673 16.8314  0.06
41 C 6.7785 9.6149 15.3827  -0.25
42 S 7.5735 9.3055 13.7924  0.85
43 O 7.0270 10.3789 12.9277  -0.59
44 C 9.2583 9.8748 14.2648  -0.24
45 H 6.7624 10.6557 15.7046  0.04
46 H 7.3096 8.9772 16.0928  0.05
47 H 5.7635 9.2152 15.3035  0.05
48 H 9.1765 10.8553 14.7101  0.02
49 H 9.9502 9.7922 13.4186  0.03
50 H 9.5205 9.1173 15.0037  0.03
51 C 10.5603 11.8616 22.7171  -0.22
52 S 12.1610 11.5817 21.8239  0.83
53 O 12.0534 12.3761 20.5734  -0.58
54 C 13.1084 12.6097 22.9452  -0.28
55 H 10.8997 11.5586 23.6992  0.04
56 H 9.8120 11.2034 22.2828  0.05
57 H 10.3289 12.9252 22.6401  0.05
58 H 13.2501 12.1997 23.9337  0.06
59 H 12.6464 13.6001 22.9559  0.04
60 H 14.0862 12.7619 22.4757  0.04
61 C 15.5234 11.7079 15.0028  -0.26
62 S 16.0452 10.0105 14.6028  0.82
63 O 16.1739 9.3857 15.9480  -0.56
64 C 14.4624 9.5238 13.8017  -0.24
65 H 14.7619 11.5839 15.7600  0.01
66 H 15.2091 12.2064 14.0992  0.04
67 H 16.4756 12.1113 15.3817  0.05
68 H 14.5549 8.4418 13.6926  0.05
69 H 14.3265 10.0252 12.8450  0.04
70 H 13.6469 9.7339 14.4909  0.03
71 C 10.4813 16.7643 22.1208  -0.22
72 S 9.9135 15.8024 20.6322  0.79
73 O 8.7325 16.5376 20.0871  -0.56
74 C 11.2509 16.2466 19.4664  -0.24
75 H 11.4223 16.3535 22.5117  0.03
76 H 9.6870 16.6494 22.8690  0.05
77 H 10.5873 17.8009 21.8175  0.05
78 H 11.2487 17.3259 19.5540  0.05
79 H 10.9011 15.9188 18.4869  0.03
80 H 12.2605 15.8828 19.6532  0.03
81 C 8.8471 17.6377 16.4892  -0.23
82 S 7.0237 17.9315 16.7282  0.82
83 O 6.5573 18.3499 15.3886  -0.57
84 C 6.6860 16.1401 16.9413  -0.24
85 H 9.1997 18.6526 16.3716  0.03
86 H 8.8851 17.0421 15.5776  0.04
87 H 9.2109 17.1292 17.3810  0.02
88 H 7.1542 15.9235 17.8899  0.02
89 H 7.2094 15.6837 16.0994  0.02
90 H 5.6112 16.0001 16.9163  0.05
91 C 9.3927 11.3513 18.5871  -0.26
92 S 8.5815 12.8952 18.2057  0.79
93 O 7.5307 12.5138 17.2294  -0.55
94 C 7.6941 13.0443 19.7896  -0.24
95 H 8.5965 10.6516 18.8695  0.07
96 H 10.1348 11.4159 19.3837  0.02
97 H 9.9206 11.0001 17.6948  0.03
98 H 6.9949 12.2531 20.0236  0.06
99 H 7.1848 14.0151 19.6642  0.04
100 H 8.5152 13.2011 20.4958  0.01
101 C 10.6048 11.5826 9.5508  -0.22
102 S 11.4753 10.8553 11.0068  0.81
103 O 12.8793 10.6020 10.5382  -0.56
104 C 11.6862 12.4240 11.8822  -0.25
105 H 9.7232 12.0933 9.9188  0.03
106 H 10.5125 10.8227 8.7920  0.05
107 H 11.3970 12.2670 9.2667  0.03
108 H 12.3188 12.9475 11.1632  0.05
109 H 12.2691 12.0752 12.7419  0.03
110 H 10.7723 12.9303 12.1966  0.03
111 C 10.4312 16.1746 11.5125  -0.25
112 S 11.2095 15.7432 9.9171  0.81
113 O 10.3770 14.6178 9.4539  -0.56
114 C 10.5169 17.1716 9.0797  -0.26
115 H 9.3555 16.2380 11.3184  0.06
116 H 10.8440 17.0676 11.9862  0.06
117 H 10.5850 15.3050 12.1569  0.01
118 H 10.9144 17.9687 9.6989  0.04
119 H 9.4563 16.9913 9.2221  0.05
120 H 10.8187 17.2325 8.0410  0.05
121 C 12.6259 13.3511 17.5106  -0.27
122 S 12.3891 13.0906 15.7821  0.80
123 O 11.5875 11.8299 15.7516  -0.56
124 C 11.2476 14.5194 15.4839  -0.21
125 H 11.6260 13.2592 17.9628  0.04
126 H 12.9907 14.3553 17.7294  0.04
127 H 13.2368 12.6235 18.0401  0.06
128 H 10.3155 14.3969 16.0269  0.04
129 H 11.0974 14.4891 14.4005  0.02
130 H 11.7721 15.4297 15.7749  0.01

Output
Lowest unoccupied orbital energy: 0.04 eV
HOMO energy: -8.33 eV
Gap between HOMO and LUMO: 8.4 eV

Version Q
Formula: C26H78O13S13
Source: OMol25
Level of theory: ωB97M-V with the def2-TZVPD basis set

Each line ends with the Löwdin charge.
Cartesian coordinates (Å):
1 C -33.4936 33.3235 -16.3603  -0.21
2 S -35.1855 33.2193 -15.6841  0.82
3 O -36.1190 33.8733 -16.6947  -0.60
4 C -35.3171 31.4670 -15.8121  -0.29
5 H -33.4023 34.4259 -16.1511  0.04
6 H -33.2988 33.3224 -17.5047  0.10
7 H -32.9131 32.6279 -16.1032  -0.06
8 H -35.2508 31.1244 -16.8123  0.00
9 H -36.3129 31.0669 -15.3931  0.08
10 H -34.3910 31.0547 -15.1778  0.09
11 C -36.5360 25.2921 -14.9784  -0.29
12 S -37.1554 26.9404 -15.3633  0.82
13 O -37.4350 27.5100 -13.9442  -0.60
14 C -35.5395 27.6027 -15.7127  -0.32
15 H -35.8514 25.4711 -13.8654  0.16
16 H -36.0137 24.7636 -15.8026  0.05
17 H -37.4558 24.7170 -14.7447  0.04
18 H -35.2971 28.7173 -16.1139  0.08
19 H -35.1914 27.2383 -16.6769  0.03
20 H -34.8831 27.3481 -14.8824  0.01
21 C -31.3508 34.6063 -13.8176  -0.26
22 S -32.3161 34.1672 -12.5414  0.93
23 O -33.6929 33.8627 -13.1889  -0.59
24 C -31.6445 32.5704 -12.1091  -0.22
25 H -30.7332 33.9484 -14.0125  0.00
26 H -30.6495 35.1353 -13.6901  -0.02
27 H -31.9983 35.1066 -14.4317  0.05
28 H -31.7703 31.8797 -12.9456  0.05
29 H -31.8936 32.2351 -11.2218  0.00
30 H -30.6524 32.7004 -11.8615  0.04
31 C -30.9587 38.1300 -18.7584  -0.33
32 S -30.8667 36.4087 -18.7150  0.81
33 O -29.5492 36.0262 -19.3864  -0.56
34 C -30.4463 36.3629 -16.9567  -0.24
35 H -31.2355 38.6178 -19.8044  0.10
36 H -29.8987 38.5507 -18.4785  0.10
37 H -31.7818 38.5046 -18.1225  0.04
38 H -30.6771 35.3016 -16.9149  0.02
39 H -30.9984 36.9555 -16.4167  -0.02
40 H -29.5635 36.6835 -16.4071  0.08
41 C -36.7733 32.0321 -19.4678  -0.24
42 S -37.7692 32.5682 -20.8581  0.85
43 O -37.1281 33.8208 -21.3668  -0.55
44 C -37.3900 31.2485 -22.1079  -0.20
45 H -36.6625 31.0471 -19.2242  0.02
46 H -36.9669 32.5715 -18.7023  -0.06
47 H -35.7371 32.3298 -19.6594  0.07
48 H -37.9898 31.4669 -22.8292  -0.05
49 H -37.5784 30.1460 -21.6040  0.13
50 H -36.3701 31.3463 -22.3367  0.02
51 C -27.7676 32.7131 -19.3507  -0.27
52 S -29.5499 32.3498 -19.5970  0.78
53 O -29.3549 30.9758 -20.1811  -0.58
54 C -30.0780 32.1025 -17.9447  -0.26
55 H -27.2926 31.8810 -18.9541  -0.01
56 H -27.8097 33.7581 -18.6549  0.11
57 H -27.1193 32.8731 -20.3658  0.11
58 H -29.2832 31.4274 -17.6116  0.06
59 H -31.0074 31.6905 -17.9320  -0.01
60 H -30.1828 33.0344 -17.3585  0.06
61 C -36.1700 38.2971 -17.6817  -0.24
62 S -35.3658 36.6993 -17.2950  0.88
63 O -33.8973 37.0178 -17.7821  -0.61
64 C -35.2458 37.1420 -15.4704  -0.25
65 H -36.3234 38.3900 -18.7721  0.08
66 H -35.5092 39.0144 -17.5695  -0.01
67 H -37.0091 38.5598 -17.2322  0.01
68 H -34.4095 36.2744 -15.0422  0.10
69 H -36.2445 36.9451 -14.9379  0.07
70 H -34.7883 38.2269 -15.4235  0.08
71 C -33.4259 29.2864 -18.3954  -0.30
72 S -32.8053 28.7669 -19.9642  0.83
73 O -33.6037 27.4876 -20.2964  -0.59
74 C -33.2249 29.9817 -21.1533  -0.28
75 H -34.6344 29.4401 -18.4083  0.11
76 H -32.8005 30.0631 -18.0407  0.00
77 H -33.1681 28.4513 -17.6003  0.08
78 H -33.2405 29.7694 -22.3382  0.14
79 H -32.4912 30.7276 -20.9714  0.01
80 H -34.0881 30.5413 -21.1727  -0.01
81 C -39.0776 31.4616 -13.4560  -0.27
82 S -38.5671 31.9770 -11.9081  0.84
83 O -38.8511 30.9071 -10.8871  -0.56
84 C -36.7179 31.8706 -12.2053  -0.20
85 H -38.8429 32.2320 -14.1650  0.05
86 H -40.1246 30.9667 -13.5678  0.14
87 H -38.5711 30.8608 -13.7525  -0.14
88 H -36.5589 32.8266 -12.7619  0.05
89 H -36.5741 30.9490 -12.7210  0.02
90 H -36.3100 32.0242 -11.2223  0.05
91 C -32.1167 35.3600 -22.0813  -0.30
92 S -33.2197 34.2932 -21.2175  0.83
93 O -32.4677 33.7590 -19.9875  -0.61
94 C -34.3076 35.4913 -20.5422  -0.27
95 H -32.0766 36.4869 -21.6811  0.10
96 H -32.5160 35.7425 -22.9565  0.00
97 H -31.0148 35.1469 -22.3474  0.11
98 H -34.7663 36.0766 -21.2099  0.02
99 H -33.7079 35.9931 -19.8521  -0.01
100 H -35.1536 35.0730 -19.9185  0.08
101 C -30.7624 27.5161 -14.5011  -0.30
102 S -30.5306 29.0544 -15.3368  0.80
103 O -31.6823 30.0442 -15.0643  -0.59
104 C -29.1978 29.5656 -14.2793  -0.27
105 H -31.3360 27.8148 -13.6056  0.02
106 H -29.7328 27.1802 -13.9619  0.11
107 H -31.2974 26.7652 -15.2697  0.11
108 H -29.3876 28.9759 -13.2111  0.12
109 H -29.0830 30.6335 -14.0585  0.06
110 H -28.3310 29.2915 -14.6475  -0.02
111 C -33.4354 29.6091 -12.2118  -0.26
112 S -34.2139 27.9241 -12.1193  0.85
113 O -33.0921 27.0507 -11.4599  -0.60
114 C -35.5214 28.3065 -10.8598  -0.19
115 H -32.2542 29.7598 -12.5315  0.08
116 H -33.4644 30.0440 -11.3332  -0.05
117 H -33.9967 30.2743 -13.1525  0.11
118 H -35.2926 28.7339 -9.9808  0.02
119 H -35.8836 27.3990 -10.6208  0.01
120 H -36.2550 28.9268 -11.4078  0.06
121 C -40.6759 35.1484 -15.1612  -0.25
122 S -41.2558 34.1702 -16.5607  0.87
123 O -42.1115 35.0829 -17.4815  -0.58
124 C -39.6177 33.9359 -17.4192  -0.25
125 H -41.5248 35.0222 -14.4980  0.05
126 H -40.3022 36.0447 -15.1468  -0.01
127 H -39.9469 34.5059 -14.6751  0.04
128 H -39.5945 33.3129 -18.2575  0.00
129 H -38.9705 33.2711 -16.8226  0.03
130 H -39.1870 34.9168 -17.7993  0.09

Output
Lowest unoccupied orbital energy: -0.19 eV
HOMO energy: -8.38 eV
Gap between HOMO and LUMO: 8.2 eV

Stability verdict: version P, ahead by 1961.1 kJ/mol

Version P
Formula: C2H6FN3
Source: OMol25
Level of theory: ωB97M-V with the def2-TZVPD basis set

Each line ends with the Löwdin charge.
Cartesian coordinates (Å):
1 C -0.1436 -0.7216 -0.0662  -0.54
2 C -1.0399 0.2804 0.4371  -0.09
3 H 2.0847 0.8811 0.4393  0.14
4 H 0.6823 1.7385 -0.3814  0.09
5 H 1.3639 -0.6793 -1.5582  0.17
6 H -1.1854 -2.0186 0.4880  0.04
7 H -0.2795 0.9390 1.0750  0.14
8 H -1.4935 0.9903 -0.2458  0.13
9 N 1.5602 1.0839 -0.5748  -0.04
10 N 0.6855 -0.0619 -0.9457  -0.11
11 N -0.3402 -1.9648 -0.0624  0.17
12 F -1.8944 -0.4670 1.3952  -0.10

Output
Lowest unoccupied orbital energy: 0.64 eV
HOMO energy: -9.82 eV
SMILES: [H]/N=C(\CF)NN
Gap between HOMO and LUMO: 10.5 eV

Version Q
Formula: C2H6FN3
Source: OMol25
Level of theory: ωB97M-V with the def2-TZVPD basis set

Each line ends with the Löwdin charge.
Cartesian coordinates (Å):
1 C -0.2138 -0.0626 0.2784  -0.55
2 C -1.5156 0.4639 0.0170  -0.20
3 H 2.7895 0.1606 -0.6129  0.06
4 H 2.2487 -1.3626 -0.0754  0.10
5 H 0.2713 -0.0451 -1.6254  0.08
6 H -0.5945 -0.2262 2.0955  0.14
7 H -2.1447 0.3615 -0.9522  0.15
8 H -1.4411 1.6624 0.3134  0.18
9 N 2.0839 -0.5969 -0.8741  -0.03
10 N 0.7393 0.2762 -0.7864  -0.01
11 N 0.1825 -0.5215 1.3299  0.14
12 F -2.4054 -0.1096 0.8921  -0.07

Output
Lowest unoccupied orbital energy: 0.75 eV
HOMO energy: -9.86 eV
SMILES: [H]/N=C(\CF)NN
Gap between HOMO and LUMO: 10.6 eV

Stability verdict: version Q, ahead by 9.0 kJ/mol